1.
Here is C38H52AuN2O2P2 as an isolated structure in a non-equilibrium geometry from the Open Molecules 2025 dataset. Energies are from ωB97M-V/def2-TZVPD.

Calculated values
Relative energy (zero: lowest compared OMol25 entry of this formula, charge and spin) = 0.000 eV
E_HOMO (alpha / beta) = -9.86 / -9.86 eV
DFT total energy = -69586.78321 eV
Molar mass = 827.761 g/mol
Frontier orbital gap (alpha / beta) = 7.0 / 4.4 eV
2S+1 = 3
Net charge = +1

Positions of all 97 atoms, in Å:
Au 0.387 -2.067 -0.503
C -0.850 -3.450 1.656
C 0.475 -3.648 1.041
C 0.686 -2.257 2.896
C -0.709 -2.576 2.733
C 1.420 -2.945 1.927
C -2.112 -4.096 1.234
H -2.037 -4.503 0.218
H -2.952 -3.384 1.260
H -2.381 -4.927 1.910
C -1.786 -2.121 3.633
H -2.772 -2.374 3.220
H -1.730 -1.024 3.763
H -1.702 -2.584 4.625
C 1.257 -1.430 3.978
H 1.566 -2.040 4.842
H 0.524 -0.688 4.311
H 2.145 -0.882 3.624
C 2.894 -3.007 1.852
H 3.306 -3.680 2.624
H 3.349 -2.018 2.017
H 3.230 -3.378 0.873
C 0.847 -4.902 0.318
H 0.992 -5.735 1.022
H 1.776 -4.768 -0.247
H 0.065 -5.192 -0.394
C -1.600 -0.070 -5.661
C -1.796 -1.385 -5.871
C -0.995 -2.268 -6.777
C 0.456 -1.796 -7.082
C 1.252 -1.346 -5.894
C 1.418 -0.072 -5.505
C 0.656 1.116 -6.019
C -0.784 0.835 -6.534
H -1.529 -2.403 -7.734
H 0.417 -1.022 -7.861
H -0.941 -3.274 -6.334
H -0.727 0.461 -7.567
H -2.188 0.454 -4.897
H -2.696 -1.868 -5.462
H -1.302 1.808 -6.580
H 0.587 1.867 -5.217
H 2.248 0.205 -4.841
H 1.226 1.607 -6.827
H 0.980 -2.661 -7.520
H 1.816 -2.152 -5.412
P -1.141 -0.879 -1.859
C -2.572 0.057 -1.345
C -1.539 -2.310 -2.887
P 1.623 -0.471 -1.782
C 0.129 0.180 -2.643
C 2.619 -1.611 -2.771
C 2.612 0.841 -1.060
H -2.283 0.769 -0.557
H -3.327 -0.642 -0.956
H -2.982 0.597 -2.213
H -1.592 -2.015 -3.930
H -2.506 -2.727 -2.577
H -0.771 -3.087 -2.784
H 3.164 1.354 -1.861
H 3.328 0.403 -0.347
H 1.964 1.570 -0.544
H -0.026 1.239 -2.387
H 0.141 0.052 -3.729
H 3.591 -1.740 -2.271
H 2.782 -1.261 -3.791
H 2.118 -2.589 -2.798
O -0.091 2.528 -0.356
C -0.328 2.454 0.854
N -0.294 3.548 1.732
C -0.377 3.142 3.097
C -0.752 1.636 2.877
O -1.051 0.910 3.843
N -0.671 1.315 1.575
C 0.974 3.186 3.807
C 1.095 2.538 5.042
C 2.322 2.509 5.716
C 3.437 3.132 5.148
C 3.316 3.792 3.919
C 2.085 3.816 3.243
C -1.499 3.856 3.836
C -1.324 4.511 5.058
C -2.440 4.972 5.770
C -3.720 4.850 5.224
C -3.879 4.298 3.947
C -2.765 3.821 3.249
H 0.016 4.448 1.386
H 0.220 2.043 5.467
H 2.389 1.996 6.675
H 4.398 3.108 5.663
H 4.171 4.294 3.466
H 2.002 4.327 2.277
H -0.318 4.647 5.464
H -2.290 5.414 6.752
H -4.591 5.196 5.784
H -4.866 4.218 3.492
H -2.884 3.404 2.242

---

2.
Here is C38H52N3OP2Tc as an isolated structure in a non-equilibrium geometry from the Open Molecules 2025 dataset. Energies are from ωB97M-V/def2-TZVPD.

Calculated values
E_HOMO (alpha / beta) = -15.50 / -15.88 eV
DFT total energy = -67518.16238 eV
Molar mass = 726.802 g/mol
Frontier orbital gap (alpha / beta) = 5.9 / 2.3 eV
2S+1 = 4
Net charge = +3

Positions of all 97 atoms, in Å:
C -1.770 -1.673 -1.546
C -2.330 0.627 -1.705
C -2.795 -2.013 -2.424
C -3.294 0.319 -2.697
C -3.535 -0.999 -3.034
H -2.944 -3.068 -2.643
H -3.848 1.150 -3.128
H -4.298 -1.251 -3.771
N -1.563 -0.398 -1.178
P 0.878 -1.916 -0.822
P -1.203 2.119 0.350
C -0.801 -2.705 -0.985
H -1.123 -3.049 0.006
H -0.770 -3.590 -1.628
C 1.381 0.606 1.507
O 2.136 0.871 2.365
C -2.117 1.917 -1.166
H -2.600 2.749 -1.670
C -2.539 2.055 1.740
C -0.502 3.892 0.314
C 1.933 -3.061 0.264
C 1.458 -2.028 -2.644
C -1.833 1.796 3.078
H -1.265 2.669 3.422
H -2.600 1.576 3.835
H -1.152 0.940 3.032
C -3.360 3.346 1.826
H -2.780 4.210 2.168
H -3.849 3.580 0.872
H -4.160 3.193 2.566
C -3.537 0.930 1.440
H -4.160 0.768 2.332
H -4.203 1.192 0.609
H -3.046 -0.016 1.208
C -0.025 4.294 1.721
H 0.651 3.541 2.155
H 0.538 5.236 1.633
H -0.848 4.475 2.422
C 0.700 3.967 -0.633
H 1.566 3.418 -0.255
H 0.457 3.595 -1.635
H 0.997 5.021 -0.733
C -1.528 4.889 -0.239
H -2.425 4.990 0.373
H -1.046 5.877 -0.273
H -1.828 4.624 -1.258
C 2.959 -1.719 -2.724
H 3.230 -1.637 -3.788
H 3.205 -0.761 -2.251
H 3.580 -2.515 -2.295
C 0.702 -1.005 -3.504
H -0.363 -1.249 -3.588
H 0.808 0.016 -3.133
H 1.130 -1.040 -4.518
C 1.184 -3.404 -3.279
H 1.553 -3.367 -4.315
H 1.703 -4.227 -2.783
H 0.115 -3.641 -3.327
C 1.237 -3.323 1.605
H 0.268 -3.821 1.478
H 1.878 -3.998 2.192
H 1.094 -2.412 2.191
C 3.293 -2.398 0.539
H 3.187 -1.418 1.023
H 3.855 -3.055 1.220
H 3.893 -2.275 -0.369
C 2.144 -4.420 -0.410
H 1.194 -4.885 -0.710
H 2.827 -4.368 -1.267
H 2.613 -5.092 0.324
Tc 0.195 0.201 0.102
N -0.780 -1.052 1.527
C -1.559 -1.525 2.273
C -2.354 -2.257 3.172
C -1.773 -2.834 4.326
C -3.736 -2.433 2.917
C -2.567 -3.569 5.204
H -0.705 -2.692 4.511
C -4.517 -3.156 3.816
H -4.169 -2.001 2.012
C -3.935 -3.727 4.953
H -2.116 -4.018 6.090
H -5.584 -3.273 3.623
H -4.553 -4.297 5.649
N 1.471 0.919 -1.102
C 2.460 1.387 -1.554
C 3.667 2.092 -1.731
C 4.215 2.283 -3.024
C 5.438 2.940 -3.161
C 6.120 3.420 -2.035
C 5.557 3.272 -0.762
C 4.345 2.611 -0.595
H 3.659 1.918 -3.891
H 5.860 3.080 -4.158
H 7.084 3.916 -2.153
H 6.066 3.672 0.115
H 3.907 2.472 0.399

---

3.
Here is C38H53Cl3GeN5O2SSr as an isolated structure from the Open Molecules 2025 dataset. Energies are from ωB97M-V/def2-TZVPD.

Calculated values
Relative energy (zero: lowest compared OMol25 entry of this formula, charge and spin) = 1.269 eV
E_HOMO (alpha / beta) = -6.50 / -6.90 eV
DFT total energy = -157571.72466 eV
Molar mass = 910.531 g/mol
Frontier orbital gap (alpha / beta) = 5.2 / 5.6 eV
2S+1 = 2

Positions of all 104 atoms, in Å:
Sr 1.570 1.407 -0.335
C -4.922 -2.064 -3.797
C -3.889 -2.570 -2.779
C -3.258 -3.873 -3.292
C -4.611 -2.865 -1.466
C -2.804 -1.516 -2.605
C -2.484 -0.968 -1.417
C -1.402 -0.022 -1.313
N -0.917 0.488 -0.215
C -1.428 0.415 1.050
C -2.799 0.320 1.361
C -3.223 0.282 2.665
C -2.229 0.286 3.667
C -0.873 0.390 3.444
C -0.432 0.555 2.088
O 0.785 0.778 1.772
C 0.064 0.434 4.662
C -0.362 -0.637 5.679
C 1.549 0.178 4.364
C -0.057 1.820 5.315
C -4.718 0.265 2.984
C -4.992 0.119 4.482
C -5.357 1.575 2.504
C -5.387 -0.914 2.263
C -0.623 0.351 -2.528
O 0.260 1.217 -2.439
C -0.946 -0.328 -3.779
C -2.020 -1.154 -3.766
C -0.135 -0.204 -5.081
C 1.130 0.659 -5.005
C 0.320 -1.616 -5.487
C -1.038 0.378 -6.177
H -5.691 -2.823 -3.955
H -4.471 -1.843 -4.765
H -5.407 -1.155 -3.435
H -4.022 -4.649 -3.374
H -2.484 -4.221 -2.607
H -2.806 -3.749 -4.278
H -5.388 -3.612 -1.636
H -5.091 -1.970 -1.065
H -3.931 -3.261 -0.709
H -2.962 -1.297 -0.509
H -3.518 0.373 0.555
H -2.563 0.226 4.693
H -0.295 -1.633 5.236
H -1.378 -0.498 6.048
H 0.305 -0.604 6.543
H 1.694 -0.750 3.810
H 2.077 0.095 5.319
H 1.998 0.980 3.787
H -1.083 2.022 5.632
H 0.240 2.598 4.607
H 0.594 1.888 6.191
H -4.594 0.961 5.052
H -4.564 -0.803 4.883
H -6.070 0.087 4.652
H -4.906 2.432 3.008
H -6.430 1.578 2.713
H -5.222 1.710 1.429
H -4.941 -1.861 2.573
H -5.281 -0.831 1.180
H -6.455 -0.945 2.492
H -2.283 -1.645 -4.695
H 1.823 0.288 -4.250
H 0.908 1.700 -4.783
H 1.625 0.612 -5.979
H 0.935 -2.054 -4.699
H 0.913 -1.566 -6.402
H -0.524 -2.283 -5.672
H -1.366 1.385 -5.913
H -1.926 -0.235 -6.342
H -0.489 0.434 -7.120
C 6.450 -2.886 -1.285
C 5.728 -2.236 -2.457
N 4.296 -2.109 -2.248
C 3.721 -1.168 -1.464
S 2.032 -1.320 -1.169
N 4.575 -0.300 -0.929
N 4.042 0.712 -0.223
C 4.902 1.352 0.542
C 6.337 0.913 0.644
C 4.443 2.437 1.343
C 5.067 2.840 2.533
C 4.427 3.612 3.466
C 3.052 3.948 3.241
C 2.480 3.687 2.057
N 3.206 3.093 0.973
H 7.519 -2.969 -1.494
H 6.061 -3.887 -1.094
H 6.316 -2.285 -0.386
H 5.872 -2.820 -3.368
H 6.132 -1.241 -2.639
H 3.695 -2.872 -2.506
H 6.438 0.062 1.321
H 6.977 1.721 0.991
H 6.677 0.576 -0.333
H 6.045 2.433 2.750
H 4.910 3.875 4.395
H 2.448 4.386 4.024
H 1.445 3.933 1.856
Cl 4.191 3.321 -2.132
Ge 3.311 4.283 -0.466
Cl 4.221 6.139 -0.014
Cl 1.241 4.501 -0.965

---

4.
Here is C38H54Cl6Ge2INOSi2TeV as an isolated structure from the Open Molecules 2025 dataset. Energies are from ωB97M-V/def2-TZVPD.

Calculated values
Relative energy (zero: lowest compared OMol25 entry of this formula, charge and spin) = 0.082 eV
E_HOMO (alpha / beta) = -6.98 / -7.62 eV
DFT total energy = -288824.87639 eV
Molar mass = 1260.414 g/mol
Frontier orbital gap (alpha / beta) = 6.7 / 6.5 eV
2S+1 = 4

Positions of all 107 atoms, in Å:
V -1.117 0.920 1.553
Cl 1.214 3.097 2.830
C -0.435 3.621 3.008
C -1.461 2.810 2.522
C -2.740 3.350 2.644
Cl -4.093 2.467 1.985
C -3.010 4.582 3.237
Cl -4.620 5.174 3.371
C -1.951 5.343 3.724
Cl -2.249 6.864 4.467
C -0.649 4.866 3.599
Cl 0.666 5.817 4.171
C -1.590 3.519 -0.750
C -1.676 2.079 -1.241
C -3.027 1.821 -1.896
O -1.489 1.142 -0.203
H -2.416 3.736 -0.076
H -1.649 4.214 -1.589
H -0.652 3.692 -0.218
H -0.887 1.907 -1.983
H -3.815 1.891 -1.144
H -3.065 0.830 -2.355
H -3.221 2.562 -2.672
I 0.164 -1.947 3.545
C 0.366 0.098 2.847
H 0.345 0.653 3.789
H 1.398 0.129 2.512
Cl -3.925 -0.696 6.171
C -3.817 -0.775 4.453
C -4.738 -1.497 3.714
C -4.602 -1.518 2.336
C -3.561 -0.823 1.754
N -2.670 -0.140 2.480
C -2.792 -0.111 3.808
H -5.541 -2.023 4.211
H -5.298 -2.062 1.714
H -3.435 -0.786 0.680
H -2.057 0.457 4.363
C 1.325 4.404 -2.825
Ge 2.357 3.873 -1.234
C 4.235 3.892 -1.831
C 2.080 5.262 0.125
Ge 1.916 1.591 -0.400
C 3.341 1.092 0.851
C 3.537 -0.226 1.267
C 4.519 -0.550 2.191
C 5.321 0.447 2.730
C 5.128 1.766 2.344
C 4.145 2.084 1.416
C 1.910 0.383 -1.954
C 1.394 0.864 -3.161
C 1.389 0.086 -4.311
C 1.917 -1.196 -4.281
C 2.439 -1.689 -3.094
C 2.423 -0.914 -1.941
H 1.323 5.495 -2.872
H 0.293 4.064 -2.816
H 1.813 4.026 -3.724
H 4.456 4.864 -2.277
H 4.382 3.123 -2.590
H 4.936 3.711 -1.019
H 2.321 6.230 -0.318
H 2.705 5.115 1.004
H 1.041 5.286 0.455
H 2.896 -1.016 0.893
H 4.645 -1.581 2.498
H 6.085 0.199 3.455
H 5.740 2.552 2.769
H 4.003 3.122 1.141
H 0.994 1.868 -3.215
H 0.981 0.488 -5.230
H 1.930 -1.804 -5.177
H 2.869 -2.684 -3.066
H 2.840 -1.330 -1.032
C -4.229 -2.387 -1.721
Si -2.706 -2.756 -2.757
C -2.383 -4.602 -2.720
C -2.999 -2.205 -4.526
C -1.277 -1.779 -2.043
Te -0.779 -2.325 -0.031
C 0.613 -3.816 -0.670
Si 1.423 -4.944 0.601
C 2.198 -6.346 -0.379
C 0.141 -5.639 1.777
C 2.787 -4.036 1.506
H -5.100 -2.930 -2.092
H -4.470 -1.320 -1.735
H -4.059 -2.695 -0.687
H -3.243 -5.140 -3.124
H -2.221 -4.953 -1.698
H -1.512 -4.874 -3.320
H -3.865 -2.708 -4.962
H -2.133 -2.427 -5.154
H -3.177 -1.129 -4.577
H -1.543 -0.719 -1.993
H -0.353 -1.841 -2.622
H 1.376 -3.298 -1.250
H 0.044 -4.443 -1.361
H 1.441 -6.905 -0.934
H 2.712 -7.048 0.282
H 2.930 -5.969 -1.096
H -0.419 -6.447 1.300
H -0.572 -4.874 2.087
H 0.612 -6.043 2.676
H 3.564 -3.710 0.808
H 3.257 -4.690 2.244
H 2.405 -3.163 2.038

---

What is the DFT total energy in the first record? -69586.78321 eV

---

2S+1 of number 4 (C38H54Cl6Ge2INOSi2TeV)? 4